(1)
# C100H222F3NO5P6

A 8-piece molecular cluster, C100H222F3NO5P6 overall in a non-equilibrium geometry (ωB97M-V/def2-TZVPD, the Open Molecules 2025 dataset).

The geometry in ORCA input format:
```
! wB97M-V def2-TZVPD RIJCOSX def2/J DEFGRID3
* xyz 4 1
C -8.20185 -3.65090 7.23190
C -7.90194 -2.18136 6.89267
C -8.22694 -1.57186 5.61708
C -7.47486 -2.09761 4.46037
P -8.06819 -1.45305 2.92223
C -6.91311 -1.79282 1.61761
C -7.31434 -1.77959 0.11997
C -7.86144 -0.41529 -0.37789
C -8.41973 -0.48953 -1.71746
C -8.31719 0.41626 3.02050
C -7.26129 1.35680 3.68908
C -5.82326 1.42185 2.99770
C -4.98322 2.64631 3.38355
C -9.61536 -2.29983 2.59210
C -9.43959 -3.68394 2.00218
C -10.52581 -4.67700 2.49380
C -10.27365 -5.25359 3.84858
H -7.49785 -4.21509 6.62020
H -9.19297 -3.96817 6.90768
H -8.07743 -3.80488 8.30377
H -6.87378 -1.89462 7.11354
H -8.50280 -1.61037 7.60051
H -8.11363 -0.49816 5.76682
H -9.30932 -1.66882 5.53263
H -7.61289 -3.17808 4.41959
H -6.40097 -1.92602 4.53412
H -6.38387 -2.73187 1.77943
H -6.09053 -1.11143 1.83479
H -8.14553 -2.47767 0.02040
H -6.62971 -2.28865 -0.55843
H -7.01151 0.26676 -0.35529
H -8.69606 -0.06594 0.22995
H -8.31584 0.42474 -2.30176
H -9.37712 -0.97862 -1.89711
H -7.80161 -1.18303 -2.28763
H -9.29762 0.59671 3.46127
H -8.43640 0.73757 1.98578
H -7.24192 0.97292 4.70906
H -7.69271 2.35687 3.73231
H -5.96515 1.54490 1.92401
H -5.24583 0.50892 3.14345
H -4.05681 2.73182 2.81561
H -4.85886 2.62352 4.46618
H -5.55912 3.55023 3.18516
H -9.83425 -1.65115 1.74393
H -10.37598 -2.19394 3.36562
H -8.41967 -4.02754 2.17483
H -9.49321 -3.53712 0.92344
H -10.54703 -5.38655 1.66663
H -11.52497 -4.26087 2.36490
H -10.97735 -6.07993 3.94896
H -10.47394 -4.50464 4.61478
H -9.25670 -5.62450 3.97638
C -5.19604 3.81006 -1.42802
C -5.31195 3.31630 -2.91212
C -5.00124 1.84467 -3.34319
C -5.00320 1.58814 -4.85384
P -3.33263 1.59311 -5.67563
C -2.55819 3.26059 -5.42702
C -1.87722 3.27885 -4.07624
C -0.85050 4.35757 -3.95184
C -1.43545 5.81661 -3.74792
C -2.31310 0.15477 -5.07442
C -1.08594 0.00178 -5.85977
C -0.28847 -1.29404 -5.73101
C -1.16348 -2.54241 -6.02483
C -3.60614 1.54943 -7.46012
C -3.76695 0.28422 -8.27965
C -3.35185 0.42352 -9.70238
C -3.93258 1.72001 -10.37154
H -5.88389 3.22198 -0.82046
H -5.40767 4.87488 -1.33075
H -4.18846 3.64864 -1.04483
H -4.53511 3.87897 -3.42982
H -6.19339 3.61974 -3.47700
H -5.85320 1.32120 -2.90933
H -4.09554 1.48489 -2.85496
H -5.66297 2.30402 -5.34404
H -5.54262 0.67962 -5.12163
H -3.32491 4.03530 -5.43434
H -1.80408 3.26245 -6.21406
H -1.15198 2.47474 -3.95166
H -2.48450 3.29593 -3.17124
H -0.14477 4.39484 -4.78171
H -0.20296 4.07750 -3.12097
H -2.31201 5.95422 -4.38101
H -0.61014 6.47894 -4.00921
H -1.76209 5.96227 -2.71826
H -2.95646 -0.72392 -5.11995
H -2.07907 0.31721 -4.02231
H -0.35464 0.77872 -5.63689
H -1.13958 0.29013 -6.90957
H 0.18257 -1.29661 -4.74806
H 0.49954 -1.22343 -6.48077
H -1.97324 -2.67826 -5.30793
H -0.59485 -3.46838 -5.93912
H -1.80251 -2.62997 -6.90351
H -2.72451 2.05754 -7.85083
H -4.42828 2.21327 -7.72750
H -4.75085 -0.17765 -8.19761
H -3.18332 -0.54916 -7.88855
H -3.66408 -0.42573 -10.31016
H -2.27085 0.35636 -9.82500
H -4.88271 1.99423 -9.91311
H -4.15213 1.40341 -11.39117
H -3.24872 2.56095 -10.25636
C -7.02582 -5.22060 -1.65991
C -6.15045 -5.35829 -0.46220
C -4.66167 -5.37746 -0.93556
C -3.67800 -5.58779 0.21531
P -1.95293 -4.90376 0.05409
C -2.04667 -3.21453 0.74849
C -2.48582 -1.98839 -0.10642
C -2.64165 -0.70664 0.69677
C -3.16870 0.43173 -0.34567
C -0.72890 -5.72398 1.06797
C 0.75678 -5.50743 0.80512
C 1.58600 -6.16138 1.91044
C 3.07029 -5.85643 1.97454
C -1.24361 -4.88717 -1.66989
C -1.14084 -6.18625 -2.45843
C -1.06125 -6.20443 -3.98091
C -2.49336 -6.06748 -4.62937
H -7.05058 -4.21446 -2.07842
H -8.00778 -5.48557 -1.26792
H -6.60345 -5.89196 -2.40756
H -6.38217 -6.18810 0.20551
H -6.17471 -4.48532 0.19005
H -4.37965 -4.41199 -1.35560
H -4.48282 -5.97900 -1.82678
H -3.53533 -6.64872 0.42066
H -4.11204 -5.35761 1.18830
H -1.00755 -2.99827 0.99660
H -2.66444 -3.35259 1.63585
H -3.52084 -2.01972 -0.44680
H -1.93513 -1.73801 -1.01314
H -1.66411 -0.39655 1.06603
H -3.20079 -0.74192 1.63176
H -2.40587 0.77352 -1.04523
H -3.67269 1.25431 0.16171
H -4.00194 0.01312 -0.91009
H -0.91642 -6.78339 0.89302
H -1.01900 -5.47082 2.08769
H 0.99107 -4.45140 0.67097
H 0.95135 -5.93651 -0.17780
H 1.63457 -7.24904 1.85797
H 1.10870 -5.99044 2.87535
H 3.12081 -4.79037 2.19600
H 3.64211 -6.10533 1.08058
H 3.41321 -6.40220 2.85353
H -0.28818 -4.37875 -1.79937
H -1.92325 -4.16199 -2.11744
H -1.95400 -6.86079 -2.19032
H -0.32963 -6.80096 -2.06834
H -0.48189 -7.03180 -4.39069
H -0.55412 -5.26582 -4.20436
H -2.77507 -5.06499 -4.30727
H -3.24701 -6.80510 -4.35365
H -2.40713 -6.04601 -5.71574
C 3.21527 -4.70430 -1.50302
C 3.76427 -3.29507 -1.72896
C 4.94584 -2.84704 -0.85501
C 4.46801 -1.80452 0.35291
P 5.78794 -0.86723 1.14318
C 6.87688 -0.06307 -0.14153
C 8.09661 -0.92041 -0.52128
C 8.92539 -0.21869 -1.61325
C 9.86143 -1.13741 -2.35208
C 6.58113 -2.05999 2.27561
C 6.68477 -3.48245 1.78704
C 7.56936 -4.16207 2.75488
C 6.72889 -4.64087 3.94342
C 4.80573 0.33949 2.10999
C 5.46574 1.13626 3.25430
C 6.19166 2.42971 2.79182
C 5.34109 3.25610 1.83357
H 2.36497 -4.82626 -2.17397
H 2.83408 -4.79985 -0.48633
H 3.82330 -5.57751 -1.73950
H 2.92174 -2.63353 -1.52749
H 4.00143 -3.24444 -2.79165
H 5.59624 -2.17791 -1.41833
H 5.51369 -3.73601 -0.58043
H 3.86503 -2.26273 1.13685
H 3.82387 -1.06323 -0.12004
H 7.25556 0.86284 0.29136
H 6.13361 0.22003 -0.88684
H 8.01982 -1.96948 -0.80703
H 8.80253 -0.96974 0.30778
H 9.43042 0.62272 -1.13884
H 8.26351 0.22943 -2.35433
H 10.55864 -0.64183 -3.02765
H 9.43635 -1.97467 -2.90563
H 10.43723 -1.59881 -1.54981
H 6.03446 -2.05362 3.21859
H 7.56913 -1.63971 2.46354
H 7.12214 -3.38633 0.79327
H 5.69905 -3.94576 1.74452
H 8.32491 -3.47743 3.14024
H 8.09996 -5.02337 2.34903
H 6.03809 -5.34148 3.47433
H 6.36641 -3.85332 4.60408
H 7.30122 -5.28287 4.61302
H 4.13145 -0.28377 2.69734
H 4.20476 0.93682 1.42432
H 6.33954 0.59782 3.62126
H 4.72467 1.33092 4.02957
H 7.09446 2.17277 2.23774
H 6.66168 2.98658 3.60243
H 4.39597 3.21807 2.37523
H 5.22770 2.75665 0.87138
H 5.70048 4.27296 1.67562
C -0.60301 -2.88911 4.70494
C -0.29176 -1.45365 4.54868
C -0.61238 -0.56207 5.81975
C -0.03060 0.84612 5.51355
P 0.39589 1.94663 6.98158
C 1.85610 1.24776 7.78111
C 2.84826 0.65123 6.75161
C 4.08964 -0.01016 7.32056
C 5.20908 -0.48075 6.39783
C -0.94272 1.89140 8.19746
C -2.29594 2.46144 7.73081
C -3.42651 2.46985 8.81092
C -4.68493 1.64478 8.31237
C 0.70653 3.66090 6.45327
C 1.81188 3.93233 5.35193
C 3.19249 4.27760 6.01241
C 4.36352 4.52877 5.07809
H -0.52031 -3.18668 5.75027
H 0.07133 -3.57168 4.18778
H -1.62280 -3.10453 4.38603
H -0.86299 -1.13927 3.67520
H 0.75898 -1.36682 4.27208
H -0.11105 -1.03198 6.66589
H -1.68654 -0.56775 6.00482
H -0.89742 1.33247 5.06614
H 0.82104 0.97187 4.84499
H 1.68690 0.50180 8.55765
H 2.30633 2.00693 8.42066
H 3.32321 1.32408 6.03761
H 2.34649 -0.08903 6.12843
H 3.63382 -0.81809 7.89291
H 4.50315 0.67065 8.06460
H 4.78527 -1.07563 5.58876
H 6.03928 -1.04659 6.82051
H 5.66203 0.41314 5.96898
H -0.53515 2.39557 9.07371
H -1.16379 0.83467 8.34763
H -2.69269 2.01102 6.82096
H -2.28905 3.53521 7.54351
H -3.82412 3.48387 8.85289
H -3.04632 2.15316 9.78213
H -5.14650 2.08116 7.42658
H -5.54628 1.53791 8.97174
H -4.41796 0.62058 8.05189
H 1.00732 4.10983 7.39990
H -0.20680 4.23792 6.30844
H 1.45401 4.73350 4.70527
H 1.85595 3.16193 4.58210
H 3.48433 3.53249 6.75251
H 3.04752 5.13086 6.67501
H 3.99352 4.50086 4.05319
H 5.16880 3.80886 5.22421
H 4.90051 5.47595 5.12919
C 1.89182 6.85898 -5.01824
C 2.68281 5.63652 -5.32083
C 3.98741 5.51440 -4.54483
C 4.47339 4.05630 -4.63777
P 6.11495 3.83500 -3.98324
C 7.21349 4.86899 -5.10216
C 7.63106 4.11993 -6.38077
C 8.17044 5.13810 -7.42898
C 7.04719 5.83478 -8.16473
C 6.14643 4.49754 -2.28354
C 6.31040 6.12338 -2.14157
C 5.46780 6.70921 -0.91830
C 3.98279 6.60706 -0.89978
C 6.56100 2.04670 -4.15369
C 5.60429 1.04208 -4.82297
C 6.03287 -0.30872 -4.26982
C 5.36123 -1.54129 -4.99867
H 0.86859 6.74201 -5.37522
H 2.24551 7.82483 -5.37898
H 1.75786 7.20738 -3.99414
H 2.84698 5.75789 -6.39154
H 2.01843 4.78572 -5.16971
H 3.76477 5.71502 -3.49684
H 4.67997 6.22423 -4.99716
H 4.60732 3.67749 -5.65101
H 3.77949 3.40440 -4.10707
H 8.12198 5.16340 -4.57674
H 6.72292 5.81624 -5.32615
H 6.85427 3.49090 -6.81552
H 8.24172 3.26133 -6.10145
H 8.87306 4.70157 -8.13880
H 8.81497 5.84851 -6.91129
H 7.53653 6.63539 -8.71940
H 6.27749 6.21730 -7.49440
H 6.63114 4.99650 -8.72355
H 6.92302 4.10963 -1.62433
H 5.22613 4.14422 -1.81843
H 5.92551 6.63011 -3.02655
H 7.33527 6.45454 -2.30910
H 5.61622 7.78417 -1.02101
H 5.98776 6.23779 -0.08433
H 3.58668 5.60406 -0.74108
H 3.44164 7.16019 -1.66745
H 3.70519 7.25585 -0.06905
H 6.72511 1.86344 -3.09181
H 7.52375 1.98748 -4.66134
H 5.84150 1.10219 -5.88515
H 4.54581 1.24455 -4.65944
H 5.83164 -0.24056 -3.20073
H 7.10203 -0.49071 -4.37887
H 5.71885 -1.60605 -6.02630
H 4.28721 -1.57503 -4.81579
H 5.77826 -2.42806 -4.52136
C 2.50776 1.66937 -1.49822
O 2.19611 1.10642 -0.26231
O 3.85471 1.45527 -1.65481
C 1.32665 1.34320 -2.45966
F 1.53954 2.10068 -3.54378
F 1.25833 0.06565 -2.88225
F 0.07859 1.64484 -2.04182
C 1.30787 1.71715 0.68349
C 0.93904 0.78562 1.78860
H 1.79934 0.72725 2.45538
H 0.02013 0.98593 2.33958
H 0.64113 -0.18496 1.39198
H 0.36122 1.93688 0.18989
H 1.81849 2.57081 1.12920
H 2.38750 2.72184 -1.24144
N 2.96905 -3.08768 4.96602
O 3.20711 -4.27799 5.10339
O 2.58314 -2.42571 5.93537
O 3.06069 -2.62455 3.79041
*
```

As for the highest occupied orbital energy: -13.366 eV. The maximum force is 4.080 eV/Å.

Here are the Mulliken charges for atoms 1 to 4, given in e: number 1, C, carries -1.1478; number 2, C, carries -1.1613; number 3, C, carries -0.0970; number 4, C, carries -0.5853


(2)
# C30H45BN6Pt

C30H45BN6Pt as an isolated structure in a non-equilibrium geometry (ωB97M-V/def2-TZVPD, the Open Molecules 2025 dataset).

The geometry in ORCA input format:
```
! wB97M-V def2-TZVPD RIJCOSX def2/J DEFGRID3
* xyz 2 1
Pt -0.27423 -0.35064 -0.31668
C 4.84155 0.98544 0.91273
C 3.78889 0.22908 0.17940
C 3.92984 -0.77087 -0.76731
C 2.63973 -1.16311 -1.12989
N 1.77730 -0.42072 -0.42286
N 2.47086 0.42408 0.37092
B 1.69186 1.36345 1.29962
N 0.73971 2.21992 0.41391
N 0.11002 1.64692 -0.65061
C -0.50998 2.60833 -1.36752
C -0.24307 3.82205 -0.74667
C 0.54604 3.54434 0.36219
C 1.13945 4.48946 1.34859
C -1.22383 2.39273 -2.68584
C -0.93070 1.00991 -3.26448
C -0.70323 3.44645 -3.67656
C -2.73416 2.57745 -2.49562
N 0.79574 0.48389 2.21690
N 0.11529 -0.57289 1.69195
C -0.47423 -1.25836 2.68917
C -0.13222 -0.63174 3.88090
C 0.66500 0.45602 3.55040
C 1.31916 1.44467 4.45274
C -1.25127 -2.54474 2.51696
C -2.75570 -2.26006 2.60845
C -0.84866 -3.50896 3.64272
C -0.92876 -3.20737 1.17821
C 2.23193 -2.21340 -2.13307
C 2.76292 -1.80382 -3.51347
C 2.83751 -3.55926 -1.71471
C 0.70956 -2.35399 -2.20540
H 5.82228 0.64310 0.59327
H 4.77022 2.05573 0.71903
H 4.75795 0.83393 1.98897
H 4.85755 -1.16431 -1.14599
H 2.42812 2.04525 1.93531
H -0.56247 4.79721 -1.07145
H 0.78936 5.49774 1.14284
H 0.86062 4.22412 2.36791
H 2.22795 4.48692 1.29000
H 0.13953 0.86400 -3.42469
H -1.30591 0.20788 -2.61889
H -1.43897 0.89343 -4.22200
H 0.38403 3.41366 -3.75060
H -1.12164 3.25684 -4.66501
H -0.99714 4.45247 -3.37849
H -3.15876 1.77072 -1.89492
H -2.95513 3.52368 -2.00081
H -3.23338 2.57739 -3.46520
H -0.41218 -0.93435 4.87475
H 1.03288 1.24197 5.48160
H 2.40514 1.38633 4.38210
H 1.02277 2.46365 4.20532
H -3.00320 -1.74324 3.53606
H -3.09319 -1.64184 1.77269
H -3.31185 -3.19769 2.58141
H -1.18620 -3.15135 4.61503
H -1.30749 -4.48264 3.47051
H 0.23291 -3.64031 3.68136
H -1.12056 -2.53238 0.33195
H 0.11222 -3.53144 1.13127
H -1.57077 -4.07555 1.02812
H 3.85027 -1.73630 -3.50760
H 2.47491 -2.54517 -4.25965
H 2.36472 -0.83399 -3.81830
H 3.92504 -3.50420 -1.68222
H 2.48307 -3.86240 -0.72774
H 2.56114 -4.33181 -2.43307
H 0.24559 -1.41606 -2.54551
H 0.42592 -3.11606 -2.93197
H 0.30264 -2.67961 -1.23794
C -5.04216 -0.25742 -0.17638
C -4.31756 0.65415 0.60496
C -2.95201 0.63696 0.54006
C -2.25323 -0.30511 -0.30544
C -3.02082 -1.21084 -1.09327
C -4.38191 -1.19143 -1.02116
H -6.12433 -0.24772 -0.14745
H -4.83561 1.35440 1.24515
H -2.37475 1.33632 1.13413
H -2.52880 -1.92396 -1.74472
H -4.96907 -1.88490 -1.60837
*
```

As for the highest occupied orbital energy (alpha / beta): -14.689 / -14.595 eV. The maximum force is 1.214 eV/Å.

Here are the Mulliken charges for atoms 1 to 4, given in e: number 1, Pt, carries 1.5853; number 2, C, carries -1.4679; number 3, C, carries 0.5466; number 4, C, carries -1.2397